1.
{
  "formula": "C4H6O2",
  "method": "ωB97M-V/def2-TZVPD",
  "symbols": ["H", "C", "C", "C", "H", "H", "C", "H", "H", "O", "H", "O"],
  "positions_angstrom": [[2.024, 1.253, -0.990], [0.396, 0.714, 0.263], [1.515, 0.337, -0.683], [-0.514, -0.378, 0.827], [1.119, -0.172, -1.569], [-0.021, -1.337, 1.008], [-1.702, -0.604, -0.091], [-2.232, 0.323, -0.396], [2.236, -0.341, -0.213], [-2.073, -1.690, -0.461], [-0.915, 0.023, 1.766], [0.167, 1.871, 0.539]],
  "forces_ev_per_angstrom": [[-0.0543, -0.1648, 0.0282], [-0.0803, 0.2873, 0.0085], [0.0212, 0.0699, -0.0065], [0.0319, -0.0724, 0.0539], [-0.0153, 0.0210, 0.1783], [0.0217, 0.1647, -0.1107], [-0.0914, -0.2682, -0.0966], [0.0250, -0.1060, 0.0109], [-0.1819, 0.0545, 0.0080], [0.1968, 0.4785, 0.1437], [0.0505, -0.0825, -0.1087], [0.0761, -0.3820, -0.1090]],
  "mulliken_charge": [0.3106, 0.6416, -1.0593, -0.4570, 0.3104, 0.2790, -0.0050, 0.3526, 0.3145, -0.4591, 0.3004, -0.5287],
  "max_force_ev_per_a": 0.54,
  "e_tot_ev": -8339.677,
  "smiles": "CC(=O)CC=O",
  "gap_ev": 10.59,
  "total_charge": 0
}



2.
{
  "formula": "C4H6O2",
  "method": "ωB97M-V/def2-TZVPD",
  "symbols": ["H", "H", "C", "O", "C", "H", "H", "C", "O", "H", "H", "C"],
  "positions_angstrom": [[2.623, 1.073, -0.113], [1.116, -1.251, -0.832], [-0.638, -0.966, 0.451], [-0.887, -2.004, 1.013], [0.258, 0.768, -1.002], [-0.673, 0.673, 1.894], [-0.403, -1.113, -1.692], [0.151, -0.734, -0.819], [-0.470, 1.317, -0.059], [2.142, 1.271, -0.649], [-2.152, 0.548, 0.901], [-1.066, 0.418, 0.907]],
  "forces_ev_per_angstrom": [[0.2960, -0.0191, 0.1904], [-0.1283, 0.1395, 0.0199], [-0.1026, -0.2729, 0.2496], [0.1167, 0.4799, -0.2657], [-0.6077, -0.2104, -0.1219], [-0.0584, -0.0790, -0.0777], [0.0584, 0.0364, 0.1438], [0.0369, -0.0117, -0.1027], [0.1107, 0.0292, -0.1584], [0.1613, 0.0631, -0.0047], [0.1424, -0.0366, -0.0315], [-0.0254, -0.1184, 0.1589]],
  "mulliken_charge": [0.0782, 0.3167, 0.3986, -0.5444, -0.4525, 0.2529, 0.2639, -0.1442, -0.1354, -0.0505, 0.2568, -0.2401],
  "max_force_ev_per_a": 0.65,
  "e_tot_ev": -8336.221,
  "gap_ev": 9.42,
  "total_charge": 0
}



3.
{
  "formula": "C4H6O2",
  "method": "ωB97M-V/def2-TZVPD",
  "symbols": ["H", "O", "C", "H", "O", "C", "H", "H", "C", "C", "H", "H"],
  "positions_angstrom": [[1.812, 0.841, 1.140], [-2.156, -0.552, -0.112], [1.035, 0.121, 0.863], [-0.959, 0.460, -2.140], [1.026, 0.074, -1.588], [-1.108, -1.005, -0.520], [-0.006, 1.618, -0.381], [0.314, 0.071, 1.684], [-0.363, -0.127, -1.442], [0.430, 0.625, -0.430], [-0.625, -1.890, -0.079], [1.521, -0.854, 0.744]],
  "forces_ev_per_angstrom": [[-0.0799, -0.1206, 0.0660], [-0.0075, -0.8687, -0.2806], [-0.0433, 0.0560, 0.0050], [-0.0750, -0.0957, 0.3270], [0.0214, -0.1407, -0.0773], [-0.3066, -0.1760, 0.0873], [1.0258, 0.6206, -0.3231], [0.0153, 0.0573, -0.1373], [-0.4103, 0.2014, 0.2471], [0.1614, 0.4362, 0.2342], [-0.0728, -0.1510, -0.0778], [-0.2284, 0.1812, -0.0705]],
  "mulliken_charge": [0.3579, -0.4947, -1.2638, 0.3649, -0.4237, -0.0644, 0.3748, 0.3313, -0.0562, 0.1500, 0.3876, 0.3364],
  "max_force_ev_per_a": 1.24,
  "e_tot_ev": -8337.510,
  "smiles": "C[C@H]1O[C@H]1C=O",
  "gap_ev": 11.00,
  "total_charge": 0
}



4.
{
  "formula": "C4H6O2",
  "method": "ωB97M-V/def2-TZVPD",
  "symbols": ["H", "C", "C", "C", "O", "H", "H", "O", "H", "H", "H", "C"],
  "positions_angstrom": [[-0.953, -0.986, -0.967], [-0.219, -0.863, -0.173], [0.304, 1.408, -0.876], [-0.239, -1.774, 0.977], [-0.429, 1.763, 0.306], [-1.026, -2.555, 0.958], [1.090, 2.147, -1.072], [0.520, -1.678, 1.920], [-0.354, 1.324, -1.754], [1.522, 0.179, 0.473], [-0.922, 0.917, 0.452], [0.706, 0.118, -0.244]],
  "forces_ev_per_angstrom": [[-0.1422, 0.1702, 0.2636], [0.9187, -0.4531, -0.4871], [0.0258, -0.2074, 0.0495], [0.3868, -0.2913, 0.1537], [-1.0284, 0.6602, -0.1453], [0.0920, 0.0309, 0.0636], [-0.2028, -0.2904, 0.2475], [-0.3312, -0.1400, -0.2776], [0.2110, -0.1014, 0.1787], [-0.1901, -0.1500, -0.0383], [0.1008, 1.5150, 0.3652], [0.1595, -0.7426, -0.3735]],
  "mulliken_charge": [0.3532, -0.5354, -0.2687, 0.0393, -0.4800, 0.3225, 0.2796, -0.4932, 0.2140, 0.2751, 0.4051, -0.1116],
  "max_force_ev_per_a": 1.56,
  "e_tot_ev": -8337.942,
  "smiles": "O=C/C=C/CO",
  "gap_ev": 9.70,
  "total_charge": 0
}